(1)
Formula: C40H116N10O13
Source: OMol25
Level of theory: wB97M-V/def2-TZVPD

total energy: -3119.0834 Ha
HOMO level: -8.79 eV
LUMO energy: 0.50 eV
orbital gap: 9.28 eV
net charge: 0
energy relative to the best compared isomer or geometry (same formula, charge and spin): 80.51 kJ/mol

CARTESIAN COORDINATES (ANGSTROEM)
O 1.666 2.924 2.492
H 0.301 4.847 1.289
H -5.844 -1.507 -1.902
H 5.127 1.887 1.203
H 2.628 -3.163 -5.036
C -1.652 -1.900 0.834
H 2.674 -0.847 4.654
C -1.132 -2.770 -0.273
C 5.295 1.180 -3.793
H -5.872 2.825 1.962
H -4.731 -2.365 -4.419
H -0.573 -6.380 0.522
C -0.558 -1.499 4.367
H -2.689 -2.149 1.182
C -3.964 -1.965 -3.820
N -6.203 3.584 2.528
N 2.837 4.014 -0.808
H -0.692 -3.061 2.404
H 0.264 -8.030 -1.062
H 0.552 1.114 2.688
H -1.340 3.084 -2.055
O -5.256 2.347 5.328
H 3.031 2.217 1.081
H -3.342 2.827 -0.964
H -0.225 -5.221 3.195
H -7.323 2.665 5.151
O -1.056 -1.097 3.075
H 0.309 4.245 -0.347
C 3.949 -2.459 5.067
H 0.537 -1.598 4.224
H -0.737 0.990 -3.417
H 6.155 0.232 2.928
H -4.416 -0.527 2.678
C 2.247 4.116 0.530
C 0.884 4.789 0.381
H -2.248 0.050 0.899
H -1.799 -2.799 -1.098
N 2.470 -3.761 -4.208
H 5.460 1.486 -4.828
H -0.193 1.160 -4.909
H -2.999 -0.819 3.371
C -2.636 -0.686 -5.623
H -1.928 -1.671 -3.879
N -0.593 -6.041 2.686
H -3.740 -2.671 -2.990
H -3.476 -0.631 -6.314
H 2.103 -6.158 0.375
H 0.777 -1.518 -4.208
C 0.435 -8.942 -0.474
O -2.219 0.670 -2.262
H 5.942 0.280 -3.676
O 4.971 -1.501 3.168
C -0.431 3.650 -5.330
O -1.422 4.690 -5.553
H -2.364 1.651 2.854
H -4.020 2.057 2.537
H 1.221 -7.988 2.580
H -0.859 5.030 -7.579
H 0.197 3.761 -2.712
C 1.422 -5.726 1.106
H -3.822 4.908 1.830
H -2.283 5.900 -6.906
H 3.348 -0.771 6.110
H -6.724 2.317 6.874
H -5.527 0.284 -2.074
C -3.288 3.625 -0.222
C 6.066 -0.823 2.555
H 1.171 1.950 4.226
C -1.293 5.533 -6.679
H -3.211 -3.444 -5.862
C 5.643 1.765 -1.365
C -5.228 1.054 4.803
O -4.292 -0.700 -3.292
C 1.412 1.652 3.192
H 1.848 -1.239 -0.247
H 0.244 -1.749 1.593
H 2.537 -3.985 4.900
H -0.751 -0.646 5.030
H 1.135 -4.719 0.843
H 5.056 3.089 -2.830
H -3.079 0.234 -2.415
H -1.650 -3.261 -5.627
C 2.086 2.742 1.134
H 0.522 4.125 -5.116
H 7.520 3.200 -2.501
C -0.730 -2.037 2.035
O 2.205 1.511 -1.908
O 5.854 2.912 -0.550
H 6.204 3.250 1.474
H -2.428 0.236 -5.040
H 5.616 -1.022 5.106
C 2.154 -3.683 -1.854
C -5.642 -0.691 -2.618
H 4.044 -4.295 3.988
H -1.793 -0.786 -6.321
C -3.303 1.827 3.363
C 6.034 2.443 0.793
H -0.406 -8.345 2.046
O 1.432 -0.409 -0.020
H 1.477 1.615 -2.523
H 6.040 -2.597 4.484
H 2.968 4.620 1.159
H -2.897 4.557 -0.689
H 5.832 -0.691 1.478
C -0.884 3.699 -2.852
N 7.013 2.654 -3.213
H -0.787 -0.251 0.171
H -1.316 4.694 -3.012
H -3.242 0.554 5.093
H -2.673 3.342 0.655
H 0.949 5.828 0.095
H 3.835 4.146 -0.789
C -3.880 0.703 4.214
C 5.728 2.204 -2.797
H -3.260 2.702 4.011
H 2.250 0.979 3.092
H -5.339 6.118 3.551
H 1.362 2.184 0.523
H -6.329 6.979 2.432
C -2.690 -1.849 -4.641
O -4.618 3.838 0.224
H -4.612 5.908 0.593
H -1.561 -5.842 2.462
H 2.969 -2.035 -3.047
H -0.565 6.348 -6.408
H 6.886 1.697 0.874
N -2.523 -3.165 -5.167
C 0.527 -7.942 1.690
H -1.029 -3.816 -0.060
H 1.870 0.231 -0.630
H 1.934 -5.670 2.035
H 2.999 -4.387 -1.951
H -0.167 -2.322 -0.599
H -0.539 -9.396 -0.263
H 4.389 -2.796 -1.179
H 3.405 -4.199 -4.080
C 3.267 -3.545 4.221
N -1.739 -0.567 0.308
H 0.048 -2.965 -3.483
N 2.921 -1.434 5.437
H -6.457 3.866 6.094
H 4.661 1.378 -1.220
H -6.476 -0.590 -3.307
H 4.257 -2.882 6.022
H -5.962 0.942 3.993
C 0.813 -2.174 -3.334
H -2.030 2.727 -4.394
C -0.966 2.898 -4.152
C 2.187 -2.832 -3.116
H -0.363 3.002 -6.193
H 3.986 -3.942 0.177
H 2.536 4.847 -1.353
H -1.061 -2.456 4.669
H -7.049 5.864 3.534
N -3.951 -0.595 3.583
H 3.910 -2.153 0.435
H 7.670 1.886 -3.409
C -6.515 2.769 5.879
H -1.952 0.368 -1.375
O 2.357 -2.924 -0.667
H 0.975 -9.623 -1.123
H 0.439 -1.466 -2.555
C 0.139 -6.491 1.380
H -5.662 3.577 3.389
H 1.186 -4.132 -1.795
H 7.026 -1.318 2.833
H 6.331 1.004 -1.105
C 3.763 -2.971 -0.290
O 1.194 -8.721 0.734
C -6.181 6.012 2.880
H 2.497 2.427 -1.667
H -5.503 0.374 5.651
H -6.841 4.960 1.045
C -4.703 4.940 1.142
H 2.872 -3.104 3.305
N -0.216 1.637 -3.989
H 4.273 0.871 -3.735
C -6.051 4.871 1.845
C 5.247 -1.854 4.523

***

(2)
Formula: Cl2O2S
Source: OMol25
Level of theory: wB97M-V/def2-TZVPD

total energy: -1468.8963 Ha
HOMO level (spin up / spin down): -10.18 / -10.18 eV
LUMO energy (spin up / spin down): -2.61 / -2.61 eV
orbital gap (spin up / spin down): 7.57 / 7.57 eV
net charge: 0
energy relative to the best compared isomer or geometry (same formula, charge and spin): 291.96 kJ/mol

CARTESIAN COORDINATES (ANGSTROEM)
O 0.978 1.222 -0.663
S 0.675 0.380 0.459
O -0.269 -1.399 0.297
Cl -0.893 -2.653 1.287
Cl -1.328 1.134 0.901

***

(3)
Formula: C3H2BiO3
Source: OMol25
Level of theory: wB97M-V/def2-TZVPD

total energy: -555.7276 Ha
HOMO level: -2.08 eV
LUMO energy: 3.67 eV
orbital gap: 5.74 eV
net charge: -1

CARTESIAN COORDINATES (ANGSTROEM)
C 0.345 0.037 -1.695
H 1.295 -0.563 1.398
O 0.291 -0.611 -0.400
Bi -1.925 -1.036 -0.459
C -0.293 0.892 1.464
O -1.443 0.670 1.001
O -0.614 -0.375 -2.353
C 0.795 0.129 0.698
H 1.548 0.857 0.345

***

(4)
Formula: C40H50BN10RuS4
Source: OMol25
Level of theory: wB97M-V/def2-TZVPD

total energy: -3813.9721 Ha
HOMO level (spin up / spin down): -12.90 / -13.07 eV
LUMO energy (spin up / spin down): -5.61 / -7.18 eV
2S+1: 2
orbital gap (spin up / spin down): 7.30 / 5.89 eV
net charge: +2

CARTESIAN COORDINATES (ANGSTROEM)
H -1.149 3.274 3.232
C 2.210 4.026 2.795
C -0.958 4.489 -1.631
C 4.040 3.246 -1.064
H 2.172 -2.409 -4.267
H -2.120 4.880 -3.453
C 1.024 3.212 3.336
C -3.639 -5.444 0.576
C -1.168 -6.376 -0.762
N -3.511 -2.847 1.363
H -5.048 -1.616 2.886
H 3.165 3.585 3.092
C -1.087 4.898 -3.105
C 2.280 -0.567 -3.190
C 5.706 1.632 -1.996
C 4.838 1.321 0.325
H -5.096 0.505 -1.424
H -4.479 0.265 -3.051
N 0.591 0.310 1.183
H 5.676 1.911 0.698
C -3.920 -5.783 1.896
H -3.331 -5.361 2.700
H -2.877 5.375 -1.047
C -3.199 1.426 -1.791
C 1.068 3.194 4.867
H -0.346 3.895 1.789
B -0.009 -0.028 -0.223
C 1.003 -5.847 -1.586
C 3.005 -1.473 3.410
N -1.083 0.904 -0.828
N -0.648 2.177 -0.970
N 2.284 0.843 -0.789
C 0.756 -4.522 -1.276
H -1.950 -7.078 -0.515
H 0.638 4.299 -0.166
N 0.478 1.526 1.688
H -5.164 -6.940 3.196
C 3.314 0.932 -1.595
H 1.497 -3.761 -1.466
C 2.016 0.848 3.358
H 5.132 0.269 0.339
C -1.825 5.408 -0.759
H 3.789 3.607 -2.063
C -4.951 -6.665 2.171
H -6.036 -7.251 -0.984
H -6.523 -7.874 1.356
C 2.220 -1.337 -4.468
Ru -0.885 -2.122 -0.076
C -5.439 -6.845 -0.179
H 6.526 2.213 -1.576
H -1.488 6.439 -0.869
H 2.179 4.081 1.706
H -4.041 -0.218 3.093
H 2.586 1.106 4.241
C 3.314 0.255 -2.837
C -5.713 -7.191 1.136
H 3.091 -1.136 -5.088
C 1.324 -0.674 1.705
H 5.524 2.015 -3.002
C 0.502 4.601 -1.205
H 3.541 -1.101 4.281
H 3.733 -1.811 2.670
H 2.171 5.041 3.192
H 3.169 3.373 -0.421
H 2.414 -2.342 3.704
H -1.751 5.137 0.295
C -0.290 3.846 2.875
C -1.456 3.065 -1.473
N -4.205 -1.111 2.667
S -1.749 -0.860 1.715
H 0.869 4.199 5.240
C -2.277 0.472 -1.262
S -2.720 -1.179 -1.261
C -3.275 -1.691 1.900
C 1.158 1.806 2.777
H -0.362 4.857 3.276
C -4.393 -5.981 -0.463
H 3.992 1.456 1.001
N -0.397 -4.110 -0.742
H 0.311 2.527 5.285
H 0.833 5.635 -1.315
C 4.479 1.778 -1.096
H 1.140 3.967 -1.821
S -0.067 -1.780 -2.334
C 1.252 -0.693 -2.227
H -0.496 4.243 -3.748
H -0.719 5.917 -3.231
C -2.512 -4.543 0.257
H 2.044 2.901 5.255
C -4.557 0.991 -2.239
N 1.279 0.053 -1.138
N -2.452 -3.304 0.643
H 4.852 3.864 -0.678
H 1.957 -6.122 -2.012
H 0.180 -7.832 -1.579
H -3.440 3.474 -2.247
H -4.174 -5.713 -1.491
C 2.126 -0.412 2.833
S 1.243 -2.236 0.935
C 0.020 -6.789 -1.342
H 4.156 0.365 -3.506
H 1.322 -1.076 -5.031
C -1.345 -5.033 -0.466
H -5.137 1.842 -2.587
H 6.041 0.595 -2.067
C -2.775 2.711 -1.864

***

(5)
Formula: C5H6OS
Source: OMol25
Level of theory: wB97M-V/def2-TZVPD

SMILES: C1=CSC=COC1
total energy: -667.4855 Ha
HOMO level: -7.97 eV
LUMO energy: 0.83 eV
orbital gap: 8.80 eV
net charge: 0
energy relative to the best compared isomer or geometry (same formula, charge and spin): 138.11 kJ/mol

CARTESIAN COORDINATES (ANGSTROEM)
O 1.466 -0.511 -0.147
C 1.021 0.657 0.543
C 0.593 -1.546 -0.220
S -1.964 -0.366 0.237
H 1.130 -2.471 -0.450
H -1.198 -2.565 -0.170
H -1.970 1.780 -0.830
C -0.732 -1.592 -0.056
H 0.354 2.392 -0.645
H 0.592 0.353 1.516
H 1.946 1.242 0.758
C 0.021 1.494 -0.203
C -1.259 1.134 -0.333

***

(6)
Formula: C5H10O2
Source: OMol25
Level of theory: wB97M-V/def2-TZVPD

SMILES: C[C@@H](O)CCC=O
total energy: -346.9815 Ha
HOMO level: -9.85 eV
LUMO energy: 0.87 eV
orbital gap: 10.72 eV
net charge: 0
energy relative to the best compared isomer or geometry (same formula, charge and spin): 115.24 kJ/mol

CARTESIAN COORDINATES (ANGSTROEM)
H -1.114 1.843 -1.729
C 0.107 -1.738 1.627
H -1.583 -0.528 1.355
H -0.094 1.007 -2.922
H -0.467 0.053 2.562
H 0.653 2.071 -1.715
O 0.951 -2.183 0.879
H 1.350 -1.216 -0.712
H 1.142 0.789 0.751
C 0.086 0.601 0.526
C 0.014 0.156 -0.950
C -0.510 -0.369 1.547
C -0.151 1.346 -1.884
H -0.440 1.556 0.645
H -0.861 -0.509 -1.081
O 1.192 -0.504 -1.353
H -0.274 -2.374 2.453

***

(7)
Formula: C37H63NO16P
Source: OMol25
Level of theory: wB97M-V/def2-TZVPD

total energy: -3047.5315 Ha
HOMO level: -2.98 eV
LUMO energy: 1.67 eV
orbital gap: 4.65 eV
net charge: -1

CARTESIAN COORDINATES (ANGSTROEM)
C 0.311 -1.374 2.290
C 7.996 -1.318 -2.731
C 0.796 -1.142 0.792
H -6.134 -5.467 -4.133
O 0.799 6.918 0.138
O 2.702 7.082 1.336
C -3.830 -1.325 0.527
H 2.935 -0.602 1.231
H -6.083 6.460 1.839
H 5.733 0.007 -3.538
H -8.105 -4.023 -4.065
H -4.888 -1.681 0.366
H -2.760 0.679 -0.198
C 0.405 3.399 1.292
H 3.816 0.492 -4.812
H 1.052 -2.142 0.348
H -3.640 -1.426 1.635
C 4.253 7.209 -0.416
C 2.695 -5.307 5.095
H -5.675 3.830 2.551
H 0.674 2.351 1.130
C 2.010 -0.134 0.790
H 4.736 6.875 1.677
N -4.794 0.885 0.022
C -3.715 0.165 0.068
P -1.328 -4.172 -0.797
H 1.527 -6.962 4.386
H -3.603 -3.088 -0.672
H -0.024 -4.504 5.306
H -0.983 -5.081 0.318
C -7.621 -4.368 -1.959
H 5.034 7.826 -0.861
H 0.917 3.073 3.378
C 2.472 -4.342 3.956
H 1.177 4.019 0.835
C 7.508 -3.419 -1.788
C -5.993 -4.489 -3.668
H -5.584 0.298 0.319
C 3.096 0.643 -2.788
H 8.479 -2.734 0.031
C -7.316 -3.821 -3.338
C 3.948 1.124 -3.936
H 6.056 1.719 -3.788
C 1.979 7.115 0.187
H 4.177 8.523 1.320
C 5.110 1.216 -1.883
H 7.655 -4.495 -1.879
H -1.274 -0.440 0.721
H 0.054 -3.773 -0.701
C -0.414 -0.444 0.006
H -2.528 -4.964 -0.844
C -2.103 -1.854 -1.530
H 1.170 -1.405 3.014
H 1.136 -6.524 6.052
H -1.204 3.025 -0.113
H 2.721 8.528 -1.223
H 5.850 0.694 -1.275
O -1.745 -3.127 -2.166
O 1.948 0.313 -2.855
O 8.609 -1.366 -1.522
H -8.141 -5.331 -1.999
H -8.212 -3.673 -1.362
C 0.413 -5.133 4.525
H 0.346 4.718 3.025
H -0.371 -2.261 2.376
H 2.653 6.847 -1.840
H -5.364 -3.856 -4.291
O -8.296 6.610 0.270
H -7.177 -2.738 -3.284
H 3.573 -5.925 4.918
O -6.345 -4.565 -1.339
H -0.657 -0.317 -2.174
C -7.051 3.470 0.894
C -6.760 5.608 1.849
H -6.583 2.741 0.234
H 1.776 0.752 1.459
H -2.832 -1.270 -2.164
C -7.698 5.647 0.666
O -7.812 4.412 0.117
H -7.732 2.950 1.575
C -0.985 3.657 0.747
O 1.158 -4.298 3.631
O -3.040 3.093 1.884
H -0.136 0.644 -0.155
C 5.347 1.009 -3.363
C -1.859 3.297 1.920
O -1.123 3.269 3.063
H 4.520 6.161 -0.578
H -7.350 5.596 2.769
H 3.684 2.159 -4.166
C 4.057 7.467 1.063
O -1.939 -3.116 0.503
C -2.880 -2.332 -0.235
H -0.801 -5.219 -1.682
H 6.491 -2.630 -3.537
H -1.137 4.710 0.500
H 5.106 2.274 -1.606
H 2.161 0.287 -0.245
C 0.227 3.660 2.772
O 3.316 -3.674 3.426
C 1.417 -6.122 5.077
H 6.561 -3.253 -1.268
C -5.383 -4.680 -2.302
C -6.024 4.297 1.631
H 0.173 -1.797 -1.625
C 7.494 -2.686 -3.117
H -0.311 -0.475 2.590
O 7.911 -0.321 -3.395
H 9.608 -3.154 -1.273
C -0.700 -1.135 -1.392
H -0.391 -5.626 3.979
O 3.808 0.671 -1.628
C 8.629 -2.722 -1.048
H -5.156 4.464 0.990
O -4.239 -4.929 -2.073
C 2.868 7.475 -0.977
H 2.805 -4.741 6.023
H 8.187 -3.128 -3.836

***

(8)
Formula: C2H9NO2
Source: OMol25
Level of theory: wB97M-V/def2-TZVPD

SMILES: NCCO.O
total energy: -286.7820 Ha
HOMO level: -9.14 eV
LUMO energy: 1.04 eV
orbital gap: 10.17 eV
net charge: 0
energy relative to the best compared isomer or geometry (same formula, charge and spin): 95.42 kJ/mol

CARTESIAN COORDINATES (ANGSTROEM)
H 0.042 -1.495 3.782
H -1.867 -1.724 2.172
H -0.169 0.225 0.490
H 3.614 2.621 -5.904
N -0.240 -0.822 3.086
O 2.997 1.962 -6.231
O -2.241 -0.103 0.028
H 3.488 1.136 -6.247
C -1.061 -0.053 0.996
H -2.390 0.839 0.159
H 0.497 -0.148 2.915
H -1.447 0.752 1.619
C -0.927 -1.246 1.890
H -0.296 -1.946 1.244